The following is a DFT calculation (ωB97M-V/def2-TZVPD) of a structure of composition C30H70F6K2NO18S2.

Computed properties:
* energy above the lowest of the compared OMol25 structures with the same formula, charge and spin: 1685.9 kJ/mol
* frontier orbital gap: 7.30 eV
* max |F|: 9.49 eV/A

The geometry in ORCA input format:
```
! RIJCOSX wB97M-V def2-TZVPD def2/J DEFGRID3
* xyz 1 1
K -8.768 15.378 0.159
K -9.969 16.063 -2.867
C -6.855 15.853 -3.764
F -5.660 15.337 -4.107
F -7.115 16.885 -4.444
F -7.845 14.945 -3.956
S -6.821 16.278 -1.848
O -6.786 14.992 -1.138
O -5.677 17.147 -1.536
N -8.520 16.843 -1.693
S -8.196 18.226 -1.061
O -7.859 18.235 0.327
O -7.398 19.083 -1.941
C -9.913 18.980 -1.125
F -10.462 18.952 -2.376
F -10.699 18.184 -0.362
F -9.900 20.229 -0.617
C -5.811 22.438 -5.429
O -5.475 22.730 -4.072
C -6.578 22.651 -3.069
C -7.360 21.280 -2.971
O -8.235 21.067 -4.145
C -8.964 19.906 -3.966
H -4.901 22.675 -5.980
H -6.582 23.063 -5.881
H -6.136 21.411 -5.592
H -7.237 23.518 -3.125
H -5.988 22.752 -2.158
H -8.014 21.259 -2.099
H -6.789 20.370 -2.788
H -9.658 19.933 -4.806
H -9.498 19.854 -3.017
H -8.275 19.063 -4.015
C -11.336 21.435 1.118
O -10.596 22.587 0.771
C -10.754 22.812 -0.565
C -9.881 23.945 -1.088
O -8.542 23.664 -0.764
C -7.612 24.511 -1.364
H -11.032 20.459 0.742
H -12.411 21.474 0.945
H -11.101 21.390 2.182
H -11.775 23.170 -0.691
H -10.700 21.882 -1.131
H -10.122 24.948 -0.737
H -10.089 23.952 -2.158
H -7.797 24.483 -2.438
H -6.599 24.171 -1.153
H -7.744 25.535 -1.015
C -12.211 19.851 -1.164
O -12.661 19.771 0.217
C -13.040 18.488 0.620
C -13.967 18.519 1.782
O -15.199 19.194 1.455
C -15.392 20.581 1.660
H -11.746 20.837 -1.157
H -13.060 19.808 -1.846
H -11.569 19.011 -1.433
H -12.221 17.791 0.801
H -13.541 18.063 -0.250
H -13.407 19.013 2.576
H -14.107 17.468 2.033
H -14.701 21.127 1.018
H -15.380 20.789 2.730
H -16.349 21.065 1.463
C -5.695 16.688 1.171
O -6.833 15.942 1.389
C -7.366 16.211 2.781
C -8.444 17.301 2.689
O -9.642 16.900 1.946
C -10.645 17.843 2.024
H -5.216 16.495 0.212
H -4.904 16.492 1.895
H -5.857 17.765 1.127
H -6.577 16.447 3.495
H -7.883 15.314 3.121
H -8.029 18.161 2.164
H -8.534 17.605 3.732
H -10.349 18.888 1.938
H -11.096 17.794 3.015
H -11.508 17.580 1.411
C -11.144 13.645 -6.023
O -11.394 14.754 -5.247
C -11.639 15.906 -5.972
C -11.842 17.067 -5.015
O -10.808 17.545 -4.209
C -9.459 17.658 -4.822
H -11.397 12.686 -5.570
H -10.226 13.562 -6.604
H -12.020 13.644 -6.671
H -12.568 15.818 -6.535
H -10.829 16.149 -6.659
H -12.545 16.934 -4.192
H -12.195 17.981 -5.492
H -8.683 18.092 -4.191
H -9.492 18.219 -5.756
H -8.954 16.716 -5.036
C -5.544 21.926 1.050
O -6.602 22.232 0.208
C -7.524 21.138 -0.036
C -8.120 20.490 1.156
O -8.821 21.419 2.043
C -9.311 20.676 3.208
H -4.656 22.386 0.616
H -5.235 20.888 1.172
H -5.779 22.225 2.072
H -7.072 20.412 -0.712
H -8.373 21.452 -0.643
H -7.376 20.010 1.792
H -8.839 19.744 0.817
H -9.829 21.435 3.794
H -8.609 20.115 3.824
H -10.026 19.890 2.963
C 0.422 19.003 -0.639
O -0.190 17.904 -1.212
C -1.129 17.267 -0.308
C -2.142 16.470 -1.152
O -3.197 15.977 -0.274
C -4.391 15.525 -0.975
H 1.094 19.496 -1.341
H 1.163 18.783 0.129
H -0.333 19.655 -0.200
H -1.688 17.872 0.406
H -0.526 16.588 0.295
H -1.606 15.693 -1.696
H -2.684 17.112 -1.846
H -4.814 16.267 -1.653
H -5.169 15.316 -0.241
H -4.149 14.660 -1.592
*
```

The following is a DFT calculation (ωB97M-V/def2-TZVPD) of a cluster of 10 separate species, C30H70N10O10 in total.

Computed properties:
* energy above the lowest of the compared OMol25 structures with the same formula, charge and spin: 1565.8 kJ/mol
* frontier orbital gap: 8.21 eV
* SMILES string: CNC(C)=O.CNC(C)=O.CNC(C)=O.CNC(C)=O.CNC(C)=O.CNC(C)=O.CNC(C)=O.CNC(C)=O.CNC(C)=O.CNC(C)=O
* max |F|: 10.11 eV/A

The geometry in ORCA input format:
```
! RIJCOSX wB97M-V def2-TZVPD def2/J DEFGRID3
* xyz 0 1
C -3.323 -2.117 3.121
C -4.411 -2.722 2.217
O -4.253 -3.661 1.527
N -5.576 -2.087 2.223
C -6.776 -2.658 1.662
H -2.375 -2.871 2.949
H -3.380 -2.227 4.284
H -3.041 -0.958 2.808
H -5.684 -1.211 2.871
H -6.813 -3.691 1.889
H -6.833 -2.585 0.585
H -7.807 -2.287 2.276
C 7.121 -2.540 -1.692
C 5.667 -2.836 -2.201
O 5.641 -2.867 -3.477
N 4.688 -2.888 -1.339
C 3.382 -3.369 -1.733
H 7.677 -3.515 -1.783
H 7.292 -1.942 -0.790
H 7.736 -1.913 -2.570
H 4.766 -2.272 -0.408
H 3.358 -4.430 -1.488
H 3.138 -3.248 -2.824
H 2.591 -2.981 -1.249
C -2.562 -4.052 -1.417
C -3.932 -3.969 -2.013
O -3.991 -3.784 -3.197
N -4.963 -3.994 -1.189
C -6.368 -4.199 -1.518
H -2.350 -5.053 -0.973
H -2.081 -3.425 -0.723
H -1.992 -3.989 -2.354
H -4.753 -3.746 -0.213
H -7.076 -3.289 -1.636
H -6.938 -5.090 -0.893
H -6.369 -4.713 -2.391
C 2.521 -3.008 1.971
C 3.555 -1.906 1.995
O 4.532 -2.141 1.307
N 3.297 -0.677 2.561
C 4.261 0.465 2.729
H 2.732 -3.889 1.155
H 1.697 -2.589 1.541
H 2.301 -3.242 2.954
H 2.475 -0.613 3.042
H 4.338 1.293 2.021
H 5.153 -0.013 2.695
H 4.269 0.894 3.720
C -2.093 2.124 -2.308
C -3.186 1.129 -2.312
O -3.977 1.275 -3.229
N -3.146 0.233 -1.412
C -4.276 -0.656 -1.137
H -2.212 2.821 -3.083
H -1.318 1.713 -2.598
H -1.885 2.397 -1.250
H -2.199 0.128 -1.093
H -5.146 0.076 -0.808
H -3.693 -1.140 -0.355
H -4.642 -1.147 -2.067
C 0.728 3.781 -1.215
C 1.495 2.509 -1.622
O 1.570 2.309 -2.832
N 2.084 1.755 -0.696
C 2.973 0.641 -0.981
H 0.212 3.581 -0.352
H 0.245 4.038 -2.061
H 1.452 4.558 -1.056
H 2.317 2.004 0.160
H 2.694 -0.406 -0.487
H 4.129 0.757 -0.387
H 3.293 0.427 -2.061
C 0.058 0.288 -5.482
C 1.279 -0.500 -5.531
O 1.338 -1.475 -6.336
N 2.299 -0.102 -4.758
C 3.608 -0.892 -4.783
H -0.422 0.601 -6.447
H 0.037 1.240 -4.923
H -0.842 -0.252 -5.144
H 2.243 0.544 -4.015
H 4.293 -0.592 -5.495
H 3.514 -1.958 -4.691
H 4.031 -0.681 -3.724
C -3.195 5.245 3.787
C -2.542 3.948 3.609
O -2.386 3.339 2.548
N -1.939 3.325 4.712
C -1.247 2.046 4.723
H -4.141 5.212 4.474
H -3.633 5.615 2.868
H -2.578 6.092 4.331
H -1.900 3.984 5.590
H -0.216 1.982 4.313
H -1.779 1.334 4.064
H -1.067 1.559 5.696
C -0.157 0.632 1.517
C -0.486 -0.331 0.462
O -1.152 -1.311 0.726
N -0.056 -0.169 -0.763
C -0.003 -1.198 -1.886
H 0.681 1.044 1.661
H -0.791 0.445 2.544
H -0.764 1.575 1.165
H 0.889 0.627 -0.936
H 0.736 -2.042 -1.906
H 0.047 -0.702 -2.790
H -1.158 -1.427 -1.860
C 2.134 3.755 4.237
C 2.241 4.100 2.732
O 2.009 3.211 1.968
N 2.757 5.268 2.444
C 3.196 5.662 1.164
H 2.972 3.838 4.734
H 1.938 2.869 4.530
H 1.343 4.421 4.580
H 3.260 5.921 3.203
H 2.341 5.997 0.663
H 3.549 4.932 0.461
H 3.696 6.690 1.138
*
```

The following is a DFT calculation (ωB97M-V/def2-TZVPD) of a cluster of 7 separate species, C30H72ClIO15S in total.

Computed properties:
* frontier orbital gap: 9.61 eV
* max |F|: 0.99 eV/A

The geometry in ORCA input format:
```
! RIJCOSX wB97M-V def2-TZVPD def2/J DEFGRID3
* xyz 0 1
C -1.888 -4.252 -3.729
C -2.379 -4.557 -2.325
C -2.752 -3.351 -1.513
Cl -4.496 -2.952 -1.806
O -1.949 -2.243 -1.835
S -2.275 -0.965 -0.854
O -1.820 -1.346 0.453
O -1.128 -0.113 -1.577
C -0.600 0.971 -0.782
C -1.425 2.221 -0.921
C -1.697 2.740 -2.323
I 0.001 2.924 -3.594
H -2.605 -3.629 -4.253
H -1.792 -5.176 -4.286
H -0.926 -3.755 -3.710
H -3.272 -5.168 -2.399
H -1.656 -5.164 -1.785
H -2.651 -3.566 -0.456
H -0.520 0.692 0.263
H 0.408 1.135 -1.142
H -2.394 2.095 -0.437
H -0.900 2.996 -0.364
H -2.074 3.750 -2.232
H -2.458 2.164 -2.831
C -1.223 6.767 -1.905
O -2.019 5.940 -1.069
C -1.688 6.030 0.306
C -2.654 6.910 1.065
O -2.577 8.261 0.648
C -3.613 8.646 -0.237
H -1.685 6.771 -2.890
H -1.169 7.792 -1.534
H -0.212 6.355 -1.994
H -0.667 6.402 0.431
H -1.734 5.017 0.723
H -2.398 6.879 2.128
H -3.674 6.529 0.950
H -4.565 8.741 0.295
H -3.729 7.931 -1.056
H -3.343 9.616 -0.649
C 3.757 -1.206 -1.004
O 4.315 -0.582 -2.142
C 4.774 -1.494 -3.125
C 3.792 -1.637 -4.263
O 2.577 -2.231 -3.844
C 1.528 -1.298 -3.638
H 3.265 -0.432 -0.415
H 3.021 -1.967 -1.278
H 4.542 -1.665 -0.394
H 4.970 -2.474 -2.678
H 5.720 -1.104 -3.516
H 4.232 -2.286 -5.027
H 3.604 -0.659 -4.718
H 1.160 -0.916 -4.596
H 1.854 -0.456 -3.020
H 0.719 -1.817 -3.131
C 0.355 -8.863 2.152
O 1.365 -7.938 2.504
C 2.052 -7.392 1.391
C 1.565 -6.005 1.047
O 0.219 -6.016 0.596
C -0.701 -5.595 1.588
H -0.231 -9.060 3.048
H -0.303 -8.464 1.376
H 0.793 -9.805 1.803
H 1.954 -8.050 0.521
H 3.113 -7.337 1.656
H 2.180 -5.608 0.232
H 1.671 -5.341 1.911
H -0.621 -4.512 1.727
H -0.516 -6.097 2.541
H -1.705 -5.837 1.240
C -7.662 1.858 1.576
O -7.155 0.630 2.062
C -6.377 -0.081 1.112
C -4.897 0.076 1.359
O -4.459 1.415 1.153
C -4.280 2.145 2.351
H -8.062 2.403 2.429
H -6.880 2.458 1.103
H -8.469 1.689 0.856
H -6.623 0.243 0.095
H -6.635 -1.141 1.200
H -4.348 -0.540 0.648
H -4.642 -0.258 2.368
H -3.384 1.807 2.885
H -5.146 2.053 3.010
H -4.152 3.193 2.079
C 6.715 4.969 -2.351
O 5.896 4.902 -1.200
C 4.622 5.498 -1.371
C 3.544 4.470 -1.623
O 3.726 3.801 -2.856
C 4.284 2.504 -2.720
H 7.570 4.318 -2.178
H 6.183 4.630 -3.243
H 7.077 5.990 -2.513
H 4.644 6.222 -2.192
H 4.386 6.039 -0.449
H 2.575 4.980 -1.668
H 3.511 3.752 -0.797
H 3.552 1.801 -2.311
H 5.169 2.510 -2.081
H 4.567 2.167 -3.716
C 1.996 -2.516 6.822
O 2.649 -1.798 5.792
C 3.342 -2.624 4.872
C 2.563 -2.820 3.594
O 1.365 -3.544 3.808
C 0.220 -2.710 3.847
H 1.343 -1.817 7.340
H 1.396 -3.337 6.422
H 2.722 -2.917 7.538
H 3.568 -3.596 5.322
H 4.290 -2.130 4.636
H 3.176 -3.397 2.893
H 2.346 -1.851 3.134
H -0.033 -2.375 2.834
H 0.376 -1.846 4.496
H -0.613 -3.297 4.231
*
```

The following is a DFT calculation (ωB97M-V/def2-TZVPD) of a structure of composition C30H72GaN3O4PS.

Computed properties:
* frontier orbital gap: 6.02 eV
* max |F|: 0.22 eV/A

The geometry in ORCA input format:
```
! RIJCOSX wB97M-V def2-TZVPD def2/J DEFGRID3
* xyz -1 1
C -0.710 -7.452 6.237
C -1.354 -6.082 6.415
C -2.814 -6.050 5.975
C -3.432 -4.650 5.994
C -2.974 -3.754 4.828
C -2.481 -2.350 5.202
C -1.385 -2.278 6.283
C -0.020 -1.777 5.775
C 0.717 -0.889 6.778
C -0.004 0.427 7.119
C -0.813 1.022 5.974
C -1.304 2.446 6.227
C -2.279 2.890 5.134
C -1.608 3.109 3.764
Ga -2.559 2.229 2.222
C -4.050 0.986 2.768
C -1.303 1.338 0.902
C -1.335 -0.187 1.027
C -0.376 -0.928 0.091
N 0.965 -1.022 0.681
P -3.768 4.026 1.111
S -4.728 5.335 2.297
H 0.282 -7.496 6.688
H -1.315 -8.238 6.697
H -0.604 -7.704 5.179
H -0.789 -5.338 5.844
H -1.290 -5.772 7.463
H -3.400 -6.723 6.610
H -2.887 -6.455 4.957
H -3.191 -4.168 6.946
H -4.521 -4.743 5.978
H -3.806 -3.630 4.130
H -2.190 -4.270 4.261
H -2.100 -1.884 4.288
H -3.340 -1.740 5.492
H -1.714 -1.629 7.099
H -1.249 -3.263 6.737
H 0.624 -2.626 5.522
H -0.163 -1.222 4.845
H 0.868 -1.462 7.701
H 1.716 -0.673 6.390
H -0.665 0.280 7.979
H 0.742 1.160 7.444
H -0.220 1.015 5.052
H -1.686 0.391 5.768
H -0.434 3.114 6.243
H -1.766 2.506 7.221
H -3.045 2.108 5.058
H -2.820 3.790 5.438
H -0.586 2.710 3.791
H -1.508 4.179 3.560
H -3.645 0.046 3.160
H -4.696 0.736 1.919
H -4.681 1.428 3.542
H -0.283 1.693 1.089
H -1.534 1.618 -0.135
H -1.077 -0.474 2.057
H -2.354 -0.555 0.869
H -0.788 -1.911 -0.187
H -0.266 -0.357 -0.833
H 0.963 -1.684 1.448
H 1.629 -1.361 -0.004
H -3.007 4.719 0.136
H -4.671 3.470 0.169
C -0.331 -3.695 -6.475
O 0.400 -2.544 -6.836
C -0.401 -1.436 -7.230
C -0.286 -0.301 -6.237
N -0.881 -0.655 -4.963
C -0.736 0.348 -3.912
C 0.675 0.724 -3.476
O 1.378 -0.336 -2.846
C 2.110 -1.185 -3.697
H 0.391 -4.488 -6.289
H -0.933 -3.542 -5.573
H -1.003 -4.011 -7.281
H -1.448 -1.743 -7.323
H -0.051 -1.099 -8.210
H -0.818 0.569 -6.639
H 0.775 -0.022 -6.161
H -0.493 -1.534 -4.645
H -1.275 -0.012 -3.034
H -1.237 1.265 -4.240
H 0.585 1.512 -2.725
H 1.270 1.130 -4.301
H 2.536 -0.634 -4.544
H 1.511 -2.008 -4.101
H 2.927 -1.610 -3.114
C 6.474 4.735 -4.834
O 5.768 5.158 -5.980
C 6.030 4.398 -7.152
C 4.787 3.662 -7.603
N 4.416 2.643 -6.638
C 3.176 1.937 -6.922
C 1.884 2.747 -6.954
O 1.510 3.276 -5.698
C 2.030 4.553 -5.384
H 6.256 5.449 -4.042
H 6.174 3.735 -4.503
H 7.555 4.723 -5.012
H 6.838 3.684 -6.966
H 6.349 5.086 -7.940
H 4.997 3.179 -8.563
H 3.999 4.409 -7.782
H 4.366 3.058 -5.716
H 3.060 1.157 -6.165
H 3.280 1.427 -7.887
H 1.079 2.068 -7.243
H 1.921 3.548 -7.704
H 2.093 5.186 -6.275
H 3.024 4.504 -4.929
H 1.348 5.014 -4.671
*
```

Going through the records in order, we get E_HOMO values of -10.65 -8.59 -9.11 -3.95 eV.